No. 1
Here is a cluster of 2 separate species, C4H10O2 in total from OMol25. Energies are from ωB97M-V with the def2-TZVPD basis set.

Element x y z (Å)
C1 0.456 2.036 -2.251
C2 -0.070 0.631 -2.385
O1 -0.534 0.171 -1.385
H1 0.560 2.652 -3.151
H2 1.516 1.939 -1.835
H3 -0.146 2.551 -1.490
H4 0.108 -0.009 -3.273
C3 0.524 -0.885 2.321
C4 -0.459 -0.886 1.170
O2 -1.727 -1.449 1.601
H5 1.228 -1.651 2.053
H6 1.062 0.083 2.332
H7 -0.032 -1.303 3.189
H8 -0.047 -1.671 0.368
H9 -0.797 0.042 0.701
H10 -1.642 -2.252 2.035

- Gap between HOMO and LUMO: 10.5 eV
- Net charge: 0
- Energy relative to the best compared isomer or geometry (same formula, charge and spin): 220.4 kJ/mol

Per-atom Mulliken charges, elementary charge units: -0.88 0.07 -0.41 0.33 0.22 0.28 0.36 -0.97 0.14 -0.59 0.30 0.28 0.28 0.13 0.21 0.27

***

No. 2
Here is a structure of composition C30H56BrClF3ILiN6O7PS from OMol25. Energies are from ωB97M-V with the def2-TZVPD basis set.

Element x y z (Å)
C1 -0.782 3.465 4.237
C2 -0.181 2.049 3.981
C3 0.253 1.806 2.459
O1 -0.799 1.072 1.901
C4 -0.564 0.428 0.643
C5 0.239 -0.868 1.035
C6 -0.133 -2.299 0.588
C7 0.819 -3.298 1.364
C8 0.172 -4.700 1.520
S1 1.159 -5.874 0.486
C9 -0.136 -6.505 -0.575
N1 -0.387 -7.700 -1.024
N2 -1.525 -7.525 -1.771
C10 -1.905 -6.284 -1.713
O2 -1.021 -5.544 -0.963
O3 0.521 1.232 0.145
C11 0.594 1.143 -1.321
C12 0.848 2.719 -1.561
C13 1.946 3.187 -2.567
O4 1.948 3.112 -3.746
I1 3.715 4.232 -1.763
P1 2.283 0.438 -1.783
N3 2.633 -1.052 -1.385
C14 -0.827 0.440 -1.640
N4 -0.779 -0.930 -2.057
C15 0.092 -1.607 -3.024
C16 -0.725 -2.358 -4.150
C17 -1.182 1.129 -3.008
F1 -0.072 1.172 -3.811
F2 -1.611 2.427 -3.091
F3 -2.064 0.468 -3.813
N5 -1.715 0.526 -0.392
C18 -2.301 1.916 -0.290
C19 -3.554 2.362 -1.087
C20 -4.255 1.408 -2.108
C21 -5.814 1.368 -1.960
O5 -6.291 0.141 -2.515
C22 -6.508 0.228 -3.876
O6 -6.185 -0.668 -4.594
C23 -2.662 -0.458 0.258
C24 -3.194 -1.750 -0.494
C25 -3.990 0.073 0.967
C26 -3.812 0.700 2.391
H1 -1.880 3.380 4.206
H2 -0.504 3.763 5.268
H3 -0.368 4.228 3.557
H4 -0.847 1.227 4.307
H5 0.730 1.961 4.634
H6 0.392 2.834 2.070
H7 1.228 1.268 2.553
H8 1.336 -0.770 0.893
H9 0.186 -0.981 2.145
H10 0.049 -2.555 -0.466
H11 -1.150 -2.629 0.880
H12 1.738 -3.342 0.739
H13 1.149 -2.915 2.352
H14 0.332 -5.043 2.563
H15 -0.902 -4.741 1.285
H16 -2.770 -5.794 -2.153
H17 1.205 3.156 -0.605
H18 -0.037 3.331 -1.800
H19 3.220 1.235 -1.051
H20 2.514 0.525 -3.190
H21 1.793 -1.450 -0.971
H22 -1.698 -1.253 -2.359
H23 0.887 -1.082 -3.575
H24 0.626 -2.449 -2.528
H25 -0.006 -3.086 -4.575
H26 -1.543 -2.956 -3.699
H27 -1.073 -1.666 -4.936
H28 -2.443 2.284 0.738
H29 -1.515 2.633 -0.610
H30 -3.381 3.319 -1.619
H31 -4.355 2.637 -0.361
H32 -4.079 1.813 -3.126
H33 -3.793 0.407 -2.104
H34 -6.215 2.193 -2.594
H35 -6.167 1.565 -0.932
H36 -7.023 1.121 -4.299
H37 -2.293 -0.942 1.190
H38 -3.706 -2.425 0.221
H39 -2.367 -2.412 -0.820
H40 -3.922 -1.531 -1.294
H41 -4.528 -0.850 1.279
H42 -4.742 0.544 0.323
H43 -4.721 0.507 3.001
H44 -3.004 0.165 2.932
H45 -3.683 1.798 2.403
Cl1 -0.647 -6.770 -3.806
C27 7.701 1.863 1.974
C28 6.384 2.459 1.456
C29 5.288 2.502 2.523
O7 4.679 1.233 2.784
C30 5.423 0.390 3.667
N6 5.955 1.713 0.264
H46 7.652 0.792 2.063
H47 8.502 2.094 1.292
H48 7.953 2.287 2.952
H49 6.586 3.493 1.152
H50 4.476 3.147 2.157
H51 5.651 2.957 3.453
H52 5.946 0.963 4.436
H53 6.130 -0.220 3.106
H54 4.719 -0.292 4.159
H55 5.134 2.171 -0.131
H56 5.605 0.809 0.574
Li1 2.221 1.398 4.428
Br1 9.725 0.175 1.733

- Gap between HOMO and LUMO: 1.7 eV
- Net charge: 0
- Energy relative to the best compared isomer or geometry (same formula, charge and spin): 0.0 kJ/mol

These are the Mulliken partial charges, in e, on atoms 1 to 99: -1.27 0.72 0.40 0.24 -0.52 -1.70 0.72 -0.94 -0.94 -0.23 0.42 -0.37 -0.34 -0.15 -0.11 -0.51 -0.22 -0.38 -0.42 -0.38 0.07 0.58 -0.77 0.22 0.67 -0.44 -1.25 -0.13 -0.25 -0.28 -0.26 2.15 -1.17 -1.76 -0.10 -1.04 -0.36 0.18 -0.42 0.76 -1.82 -0.79 -1.16 0.28 0.44 0.30 0.35 -0.45 -0.04 -0.31 0.80 0.69 -0.75 0.55 0.53 0.38 0.49 0.43 0.41 0.31 0.42 -0.17 0.29 0.07 0.21 -0.05 0.52 0.46 0.27 0.28 0.58 0.80 0.30 0.70 0.79 -0.14 0.40 0.53 0.36 0.19 0.55 0.56 0.26 0.75 -0.09 0.56 0.15 0.20 -0.72 -1.69 0.45 -0.79 -0.12 -0.87 -0.59 0.23 0.52 0.26 0.45

***

No. 3
Here is a structure of composition C4H20AlBN2OP from OMol25. Energies are from ωB97M-V with the def2-TZVPD basis set.

Element x y z (Å)
Al1 0.067 0.009 -0.022
H1 1.247 -2.888 -1.897
H2 -0.666 -1.835 -1.134
P1 0.229 1.248 -2.051
C1 1.799 2.211 -2.168
H3 1.839 2.756 -3.127
H4 1.883 2.949 -1.356
H5 2.681 1.554 -2.118
C2 0.281 0.306 -3.631
H6 -0.661 -0.233 -3.817
H7 0.441 0.997 -4.478
H8 1.099 -0.430 -3.642
C3 -1.022 2.538 -2.410
H9 -1.074 3.292 -1.609
H10 -0.771 3.064 -3.348
H11 -2.028 2.107 -2.528
C4 -1.724 0.746 0.532
O1 -2.750 1.113 0.844
H12 -1.512 -3.283 -1.012
H13 -1.587 -2.388 -2.422
H14 0.215 -3.519 -3.388
H15 0.299 -4.552 -1.765
B1 0.230 -3.449 -2.203
N1 -0.986 -2.686 -1.652
H16 1.482 -0.701 -0.485
H17 0.990 1.118 0.713
N2 -0.357 -1.169 1.558
H18 -1.224 -1.680 1.419
H19 -0.400 -0.594 2.401
H20 0.424 -1.805 1.616

- Spin multiplicity: 2
- Gap between HOMO and LUMO (spin up / spin down): 8.7 / 4.5 eV
- Net charge: +2
- Energy relative to the best compared isomer or geometry (same formula, charge and spin): 164.7 kJ/mol
- Expectation value of S²: 0.76

Per-atom Mulliken charges, elementary charge units: 1.05 0.02 -0.24 0.46 -1.17 0.43 0.39 0.40 -1.18 0.34 0.44 0.36 -1.22 0.40 0.40 0.40 0.40 -0.09 0.40 0.38 -0.01 -0.02 0.10 -0.30 -0.25 -0.29 -0.59 0.34 0.33 0.30

***

Look up the net charge of the second one.
0

***

Please write out number 1 again, unchanged.
Here is a cluster of 2 separate species, C4H10O2 in total from OMol25. Energies are from ωB97M-V with the def2-TZVPD basis set.

Element x y z (Å)
C1 0.456 2.036 -2.251
C2 -0.070 0.631 -2.385
O1 -0.534 0.171 -1.385
H1 0.560 2.652 -3.151
H2 1.516 1.939 -1.835
H3 -0.146 2.551 -1.490
H4 0.108 -0.009 -3.273
C3 0.524 -0.885 2.321
C4 -0.459 -0.886 1.170
O2 -1.727 -1.449 1.601
H5 1.228 -1.651 2.053
H6 1.062 0.083 2.332
H7 -0.032 -1.303 3.189
H8 -0.047 -1.671 0.368
H9 -0.797 0.042 0.701
H10 -1.642 -2.252 2.035

- Gap between HOMO and LUMO: 10.5 eV
- Net charge: 0
- Energy relative to the best compared isomer or geometry (same formula, charge and spin): 220.4 kJ/mol

Per-atom Mulliken charges, elementary charge units: -0.88 0.07 -0.41 0.33 0.22 0.28 0.36 -0.97 0.14 -0.59 0.30 0.28 0.28 0.13 0.21 0.27